## 1
{
  "formula": "C23H43NO18",
  "method": "the ωB97M-V functional and the def2-TZVPD basis",
  "homo_energy_ev": -9.98,
  "smiles": "C[C@H]1COC(=O)O1.COC(=O)OC.COC(=O)OC.COC(=O)OC.COC(=O)OC.COC(=O)OC.CCCC#N",
  "orbital_gap_ha": 0.387,
  "elements": ["H", "O", "H", "H", "H", "H", "H", "H", "H", "O", "O", "H", "H", "H", "H", "H", "H", "C", "H", "H", "H", "O", "H", "O", "C", "C", "H", "C", "H", "C", "C", "H", "C", "O", "C", "H", "H", "C", "C", "N", "O", "O", "O", "H", "H", "O", "C", "H", "C", "C", "O", "C", "O", "H", "C", "C", "C", "H", "H", "O", "C", "H", "O", "C", "C", "H", "H", "H", "O", "C", "H", "H", "O", "C", "H", "O", "H", "H", "H", "H", "C", "H", "H", "H", "O"],
  "coordinates": [[-2.5820, -13.4000, -22.7140], [-5.2720, -9.2890, -22.1790], [-10.6930, -15.9780, -21.5940], [-8.8430, -9.9770, -20.7630], [0.5780, -10.2050, -24.8450], [-1.8060, -14.8170, -23.4910], [-5.2390, -12.3960, -23.8920], [-10.9380, -4.4520, -25.7670], [-7.8160, -10.6980, -21.7610], [-9.3670, -7.6910, -24.3850], [-1.3050, -8.7010, -22.9410], [1.5400, -11.7050, -25.0440], [-9.1220, -15.4380, -21.8760], [-9.1180, -9.7380, -24.0070], [-5.6360, -10.2580, -25.9230], [-12.2780, -5.1160, -24.7970], [-9.9860, -15.2520, -20.2300], [-1.1230, -7.7450, -21.9620], [-5.3210, -11.2510, -27.3460], [-5.7340, -13.3690, -26.2880], [-1.9840, -9.7150, -26.9130], [-10.4150, -5.7300, -24.1490], [0.9790, -10.9710, -26.5990], [-5.5470, -16.0870, -21.4290], [-2.5980, -14.0570, -23.6190], [-9.1620, -9.0530, -24.8370], [-5.3500, -12.3790, -19.9410], [-7.0170, -13.4510, -23.7740], [-5.3640, -18.2780, -21.1180], [-5.2710, -11.2110, -26.3130], [-5.4190, -12.5530, -21.0530], [-5.0130, -6.0080, -23.8800], [-5.0210, -7.0470, -23.5310], [-10.9710, -13.8030, -23.0940], [-6.4070, -8.4770, -22.4870], [-5.9100, -17.2690, -19.7720], [-6.6150, -11.3370, -24.0890], [-5.8120, -15.0060, -20.8570], [-6.0850, -12.3290, -25.8960], [-7.6700, -14.3290, -23.3190], [-2.0500, -7.0230, -24.3140], [-1.8340, -9.2190, -24.8940], [-10.4780, -12.4560, -24.8380], [-3.2980, -8.5990, -26.2530], [-8.1760, -9.0870, -25.2870], [-9.8240, -11.9870, -22.6620], [-6.2130, -12.2970, -24.3580], [-6.9180, -17.6750, -21.1410], [-9.8270, -12.6830, -21.4160], [0.7820, -11.1090, -25.5530], [-0.4360, -11.9000, -25.6220], [-10.0910, -6.6940, -24.9980], [-0.7290, -12.0470, -23.1860], [-4.2820, -7.1400, -22.7370], [-7.8380, -9.7880, -21.2600], [-10.7940, -13.8060, -21.6440], [-1.0770, -12.3980, -24.5010], [-3.6680, -14.2870, -23.8550], [-7.0700, -12.2320, -26.3470], [-10.2110, -6.6940, -26.4020], [-10.3680, -12.7030, -23.6610], [-0.0900, -7.7900, -21.5750], [-6.7170, -14.9080, -19.7500], [-10.0710, -15.1890, -21.3350], [-2.1840, -8.9000, -26.2160], [-1.6830, -8.0340, -21.1140], [-7.0460, -9.8790, -20.4370], [-4.5840, -11.9480, -21.4940], [-6.2830, -7.5120, -23.2740], [-11.2230, -4.7530, -24.7380], [-11.1560, -3.9920, -24.0200], [-8.8590, -13.0420, -21.1080], [-5.2380, -13.8750, -21.4740], [-5.9480, -17.3580, -20.8710], [-6.3940, -12.3280, -21.2600], [-2.0900, -13.3100, -24.7260], [-10.1040, -12.0420, -20.6380], [-4.8270, -7.5720, -24.3710], [-1.6870, -7.9460, -26.4980], [-1.4390, -6.7440, -22.1120], [-1.7170, -8.2950, -24.0930], [-11.7360, -13.7550, -21.0290], [-9.8920, -9.3690, -25.6000], [-4.1860, -11.2980, -26.1820], [-7.6770, -8.6950, -22.0500]]
}


## 2
{
  "formula": "C23H43NO18",
  "method": "the ωB97M-V functional and the def2-TZVPD basis",
  "homo_energy_ev": -9.91,
  "smiles": "C[C@H]1COC(=O)O1.COC(=O)OC.COC(=O)OC.COC(=O)OC.COC(=O)OC.COC(=O)OC.CCCC#N",
  "orbital_gap_ha": 0.384,
  "elements": ["H", "C", "C", "O", "H", "H", "H", "O", "C", "H", "H", "H", "H", "C", "H", "C", "H", "O", "H", "C", "H", "C", "O", "O", "H", "O", "O", "O", "H", "H", "H", "H", "N", "C", "H", "C", "H", "H", "C", "C", "H", "C", "H", "H", "C", "H", "H", "C", "O", "C", "H", "H", "C", "C", "C", "H", "O", "H", "H", "H", "C", "H", "C", "H", "H", "O", "C", "H", "O", "H", "O", "H", "C", "H", "H", "O", "H", "C", "O", "O", "O", "O", "H", "H", "H"],
  "coordinates": [[-2.3430, 1.3795, -1.8687], [-1.0932, -1.8663, -4.2641], [0.4807, 1.9766, -2.7325], [-1.6106, -0.5029, 3.5492], [-1.5281, -1.5154, 1.7636], [0.3320, -5.9542, -2.3541], [-1.1311, -4.3287, -1.0871], [0.5255, -3.5594, -2.8200], [-3.1175, -3.6819, 0.9651], [-1.1150, 5.0601, -1.0422], [3.8996, 2.0097, -1.1668], [3.8346, 6.7482, -3.7411], [2.1517, 1.8131, 2.9165], [-0.2930, -4.0469, -3.8944], [2.8511, -1.3108, -2.5427], [0.4119, -6.1805, -3.4492], [-5.7835, -3.8946, 2.3218], [5.0844, 5.3680, -2.8851], [1.3920, -1.0547, -1.8322], [-1.1463, 4.0775, 2.0847], [-1.2266, 4.1063, 4.8904], [2.0330, -0.1706, 0.3445], [-0.7038, 4.2393, 0.8187], [-2.5077, -3.1332, -0.0732], [0.5364, -2.3955, 2.4838], [0.0865, -1.6578, 4.4492], [-0.3554, -5.3276, -4.2173], [2.8236, -0.3804, -0.6669], [-2.2107, 2.2760, 0.3761], [3.9579, 6.7906, -2.0004], [5.1004, 1.2536, -2.2575], [2.3883, -2.3344, -1.1368], [1.1487, 1.5402, -3.5918], [-1.1856, -3.4707, -0.4278], [-1.7986, -1.2651, -4.7995], [-1.4058, 1.4084, -1.3219], [1.5973, 0.2286, 3.0861], [0.1880, 2.9738, -0.9582], [-0.2369, -2.3986, 3.2895], [-1.5362, -1.7559, 2.8413], [-5.0162, -2.8085, 3.4340], [2.3436, -1.3500, -1.5902], [-2.3348, 0.4440, 0.3149], [-2.4753, 4.5749, -0.0157], [-0.3919, -3.8967, 3.7051], [0.5337, -4.1809, 4.3319], [-2.4094, -2.2617, 3.1795], [-1.5096, 5.0163, -0.0422], [-2.4388, 4.5601, 2.4754], [-0.4219, 2.4880, -1.7142], [1.4085, -6.2090, -3.7652], [-1.6765, 6.0158, 0.2994], [-0.6556, -0.5745, 4.5506], [4.3546, 2.0070, -2.1447], [4.5103, 6.6643, -2.9281], [0.7285, 1.3503, 2.1183], [-0.4697, 0.2812, 5.3978], [-0.1852, -1.3697, -4.4730], [3.5725, 1.9160, -2.8709], [-1.4674, 2.4729, 4.2136], [1.7389, 1.0199, 2.3397], [-1.3282, -3.9149, 4.2901], [-4.7804, -3.5100, 2.5981], [-0.8089, 1.3082, 0.7304], [-1.4249, -1.7248, -3.2667], [2.5481, 0.6282, 1.2853], [-0.7698, 3.2887, 4.2545], [0.0560, 2.8138, 4.8392], [-2.6619, -4.8615, 1.5563], [-1.0316, 3.2215, -2.2438], [0.7167, -0.6579, 0.4124], [-0.5791, -3.7857, 0.4502], [4.3614, 4.3449, -2.6169], [-0.9547, 0.4569, -1.6237], [-4.3594, -4.3519, 3.1110], [-0.2951, 3.5709, 2.9952], [5.2278, 7.5063, -3.0806], [-1.7634, 1.3924, 0.1597], [2.9263, 4.3715, -2.5146], [5.0643, 3.2065, -2.4522], [-4.1504, -2.9937, 1.4478], [-1.0922, -3.2106, -4.6090], [-0.7330, -2.6715, -0.9406], [0.0622, -7.1564, -3.4634], [-0.4629, -4.4938, 2.8163]]
}


The energy of each structure relative to the most stable one, in kJ/mol, is as follows: 1 154.6; 2 0.0.


## 1
{
  "formula": "C2H8N4O",
  "method": "the ωB97M-V functional and the def2-TZVPD basis",
  "homo_energy_ev": -9.28,
  "smiles": "[H]/N=C(\\ON)C(N)N",
  "orbital_gap_ha": 0.367,
  "elements": ["C", "H", "H", "H", "H", "H", "H", "H", "O", "N", "N", "N", "C", "H", "N"],
  "coordinates": [[0.4114, 0.4541, -0.4333], [-0.4144, 0.3306, 2.7815], [-0.7266, 0.7200, -0.7305], [-2.8283, -1.5830, 0.1309], [-1.3785, -1.8463, -0.5829], [1.6339, -0.3782, -1.7455], [1.2064, -1.4147, -0.5969], [1.7167, 1.7391, 0.4709], [-1.4540, -0.3713, 0.7455], [0.2822, 0.5598, 2.0688], [-2.0499, -1.1161, -0.3346], [0.8277, -0.6957, -1.2091], [-0.0496, 0.0597, 0.9465], [1.2992, 2.1707, -1.0478], [1.5239, 1.3713, -0.4634]]
}


## 2
{
  "formula": "C2H8N4O",
  "method": "the ωB97M-V functional and the def2-TZVPD basis",
  "homo_energy_ev": -9.50,
  "smiles": "NN[C@@H](N)C(N)=O",
  "orbital_gap_ha": 0.385,
  "elements": ["N", "H", "H", "H", "O", "C", "N", "H", "N", "N", "H", "H", "H", "C", "H"],
  "coordinates": [[-1.3102, 1.2270, 0.9299], [-1.6304, 1.5605, 1.8246], [2.2191, 0.0113, 0.0970], [0.9694, 0.3314, -1.8359], [-1.3193, -0.9332, 1.6053], [-1.0413, -0.0838, 0.7880], [0.5544, 0.5946, -0.9381], [2.0480, 1.6360, -0.1370], [0.2112, -1.7659, -0.5575], [1.5463, 0.7788, 0.0738], [-1.1788, -0.4260, -1.3318], [0.7200, -1.8905, 0.3144], [-0.8788, 1.8725, 0.2908], [-0.3935, -0.4407, -0.5642], [-0.5159, -2.4720, -0.5594]]
}


## 3
{
  "formula": "C2H8N4O",
  "method": "the ωB97M-V functional and the def2-TZVPD basis",
  "homo_energy_ev": -8.15,
  "orbital_gap_ha": 0.322,
  "elements": ["H", "H", "H", "H", "H", "C", "N", "H", "N", "H", "N", "C", "O", "H", "N"],
  "coordinates": [[-1.6559, -2.2212, 1.4406], [1.3460, -1.1576, 0.0349], [-0.0803, 1.3831, -1.8243], [-1.5263, -0.7380, 2.3268], [-1.2419, 0.5051, 0.3527], [1.2301, 0.7761, -0.3865], [-1.6141, -1.2124, 1.4430], [2.8190, 0.4905, 0.6286], [0.3512, 1.7083, -0.9702], [0.7839, 2.6158, -1.0661], [0.7047, -0.4949, -0.3886], [-1.2732, -0.5821, 0.3151], [-1.5576, -1.1893, -0.8265], [-0.5972, -1.1115, -1.2253], [2.3120, 1.2283, 0.1457]]
}


The energy of each structure relative to the most stable one, in kJ/mol, is as follows: 1 315.8; 2 0.0; 3 97.1.


## 1
{
  "formula": "C9H18BrNOZr",
  "method": "the ωB97M-V functional and the def2-TZVPD basis",
  "homo_energy_ev": -14.32,
  "charge": 2,
  "orbital_gap_ha": 0.152,
  "elements": ["H", "C", "C", "H", "H", "C", "Zr", "H", "H", "C", "H", "C", "H", "N", "C", "C", "Br", "H", "H", "H", "H", "H", "H", "H", "H", "H", "H", "C", "H", "O", "C"],
  "coordinates": [[2.2576, -0.0912, -2.1984], [-0.1202, -1.2471, -2.0510], [1.6843, 0.3350, -1.3752], [0.5154, 1.0504, 3.0697], [-1.4687, 0.8165, -2.8852], [0.1234, 0.1376, -1.4397], [-7.1014, -0.2931, 0.2262], [1.8712, 1.4083, -1.3403], [3.4954, -0.0865, -0.2164], [-0.2246, 1.1653, 2.2777], [2.1774, 1.4092, 1.2461], [1.8068, 0.3966, 1.0870], [0.5574, -1.6474, 2.5127], [-0.4381, 0.4678, -0.1048], [0.2399, 0.1446, 1.1639], [-0.4706, 1.1078, -2.5582], [-6.6674, -0.4238, 4.4679], [2.2467, -1.3359, -0.0776], [0.5397, -1.3710, -2.9097], [-1.0978, -1.4373, -2.4940], [-1.0512, -1.4414, 1.8238], [0.1632, 1.1018, -3.4450], [0.2923, -2.0161, 0.8718], [2.2412, -0.1745, 1.9075], [0.1147, -2.0681, -1.3736], [-1.2589, 0.9589, 2.5529], [-0.3315, 2.1989, 1.9484], [0.0125, -1.2928, 1.6378], [-0.6414, 2.1069, -2.1573], [-1.8889, 0.3833, -0.0156], [2.4217, -0.2626, -0.1515]]
}


## 2
{
  "formula": "C9H18BrNOZr",
  "method": "the ωB97M-V functional and the def2-TZVPD basis",
  "homo_energy_ev": -16.03,
  "charge": 2,
  "orbital_gap_ha": 0.179,
  "elements": ["H", "C", "O", "H", "H", "C", "H", "C", "H", "C", "H", "C", "H", "N", "H", "C", "H", "C", "H", "Br", "H", "C", "Zr", "H", "H", "H", "H", "H", "H", "H", "C"],
  "coordinates": [[15.0335, 1.1486, 14.9207], [16.6753, 0.2222, 13.0260], [17.2378, -1.5268, 16.3802], [19.2219, 0.2155, 14.0946], [15.6468, -4.1863, 13.9396], [15.3312, -0.4692, 12.5355], [16.5752, 1.2538, 12.6884], [16.9957, 0.1296, 14.5605], [17.5673, -0.1594, 12.5293], [16.3070, -3.5488, 14.5275], [18.4753, 1.7606, 14.4771], [15.3795, -1.9164, 12.9289], [16.0105, 0.9182, 16.4803], [16.8952, -1.3024, 14.9803], [15.2372, -0.3689, 11.4542], [16.0089, 1.0716, 15.4011], [18.8104, 0.6794, 15.7119], [18.4403, 0.6915, 14.6867], [14.5366, -2.4972, 16.3428], [14.7451, -1.3137, 19.0127], [14.3556, -2.2757, 12.8255], [15.7773, -2.1471, 14.5059], [17.3609, -1.8601, 18.6322], [16.0078, -2.4653, 12.2273], [14.4488, 0.0525, 12.9061], [16.3516, 2.1008, 15.2941], [16.4190, -3.9056, 15.5513], [17.3159, -3.5743, 14.1157], [14.1131, -1.0291, 15.3220], [13.7227, -2.6417, 14.7861], [14.4573, -2.0630, 15.3461]]
}


The energy of each structure relative to the most stable one, in kJ/mol, is as follows: 1 573.8; 2 0.0.